DFT (ωB97M-V with the def2-TZVPD basis set) results for a molecular structure, C63H54BrGeN3O2RuSbSi in a non-equilibrium geometry.

As for the HOMO energy (spin up / spin down): 0.00531 / -0.09651 hartree. As for the spin multiplicity: 6. As for the total energy: -218327.4199 eV. Its expectation value of S² is 8.9166. The charge is -2. The value obtained for the LUMO energy (spin up / spin down) is 3.89 / 3.89 eV.

Each line ends with the Löwdin spin population.
Element x y z (Å)
C: 6.3294 1.7692 0.8663  0.00
C: 1.8354 -3.0461 -3.3735  0.26
H: -5.0418 2.8787 -0.5681  0.00
H: 4.8102 -1.7749 0.9407  0.00
H: 7.1755 -1.4717 0.3476  0.00
C: -1.0815 0.9695 -1.4141  0.00
H: 5.1519 3.5237 -1.9365  0.00
C: -4.7191 0.7491 2.2011  0.02
H: -0.7066 3.0809 -7.5930  0.00
H: -0.5907 4.3340 5.4667  0.00
H: 4.2795 -1.5700 3.5796  0.00
C: 4.4190 0.3220 1.2495  0.00
C: -3.0680 0.0953 0.5563  0.02
H: -3.5189 0.8263 -4.0218  0.00
C: 2.9305 1.0792 -4.1579  0.00
C: -3.4105 6.0942 -0.0458  0.00
C: -3.2258 4.7416 -0.3172  0.00
C: -1.8688 3.8662 -5.9589  0.00
C: -1.6245 2.7385 -3.8153  0.00
C: 2.9166 3.0592 4.9014  0.00
H: -3.2559 -1.5747 -3.1712  0.01
C: -5.1847 2.2508 -1.4411  0.00
H: 1.0739 3.4498 -2.7576  0.00
H: 2.8974 2.9878 2.7654  0.00
C: -0.3581 6.5931 2.9100  0.03
C: -4.0950 1.9154 -2.2493  0.00
C: 2.3943 1.0095 6.0388  0.00
H: 2.1407 4.0633 -4.0238  0.00
H: -2.3196 4.6540 -6.5529  0.00
C: 4.9902 1.5977 1.1879  0.00
H: -3.8382 4.0127 0.2070  0.00
Sb: 2.2915 0.1156 1.6629  0.03
C: 0.2718 3.4365 1.0463  0.13
C: 3.6846 -3.6330 3.6336  0.00
C: -0.4618 4.7225 4.4602  0.03
H: 3.6932 0.2835 -4.2001  0.00
H: 8.1675 0.8007 0.2960  0.00
C: 4.9604 2.7447 -2.6931  0.00
H: 2.1577 -3.8222 -4.0606  0.02
H: 2.3740 4.5454 -2.3123  0.00
H: -7.6793 0.5599 -3.0101  0.00
C: -0.0212 4.3144 2.0823  0.13
C: -0.3898 1.9788 -5.7723  0.00
C: 2.7290 2.3579 6.0859  0.00
H: -0.2493 1.0868 -3.8254  0.00
C: -5.6143 0.5993 -3.6295  0.00
H: 5.2187 3.1524 -3.6874  0.00
H: -3.5271 -1.2577 -1.0896  0.01
O: 2.8371 1.4338 -1.2431  0.13
Si: 3.1616 2.1803 -2.6422  0.01
C: -1.6313 6.6363 -1.5693  0.00
H: 1.9461 0.5840 -4.1128  0.00
H: -2.7723 8.0994 -0.4775  0.00
C: -2.4023 1.1115 2.6738  0.02
H: -0.4120 7.6629 2.7113  0.00
C: 5.2252 -0.7735 0.9363  0.00
H: 0.0621 6.1242 0.8674  0.01
Ru: 0.7276 0.9057 -0.7541  2.16
C: 2.3007 -1.4501 -1.6463  0.16
H: 5.6268 1.8928 -2.4804  0.00
C: -1.2792 -1.2865 -2.3901  0.06
C: -3.7198 1.2543 3.0438  0.06
C: 2.7910 2.4084 3.6780  0.00
C: -0.4918 -3.2178 -4.2175  0.09
H: -5.1934 -0.1981 0.3535  0.00
H: 2.2206 0.4596 6.9596  0.00
H: -3.9784 1.7407 3.9750  0.00
H: 2.9964 -0.9406 -1.0015  0.01
C: 2.1041 3.7127 -2.9798  0.00
H: -4.1604 6.4006 0.6737  0.00
O: -0.7632 0.2721 1.2095  0.09
C: -1.4504 5.2830 -1.8448  0.00
H: 3.1307 4.1228 4.9237  0.00
C: 1.6293 -2.8837 1.9242  0.00
Ge: -2.2176 2.4793 -1.9224  0.02
C: 2.4955 1.0446 3.6126  0.01
H: -2.5507 -3.2755 -4.8214  0.00
C: -0.5534 6.1172 4.2290  0.22
C: -2.1953 3.7402 -4.6110  0.00
Br: -6.5616 0.9098 2.7093  0.00
C: -4.3376 1.0909 -3.3589  0.01
H: 6.7470 2.7704 0.8133  0.00
C: -0.7177 1.8614 -4.4216  0.00
H: 1.0431 -4.9568 1.9667  0.00
C: -4.4053 0.1697 1.0009  0.05
H: 1.9892 -0.6872 4.7959  0.00
C: -0.2041 3.8399 3.4411  0.12
H: -2.9118 4.4300 -4.1695  0.00
H: 3.7693 -2.7593 -2.4176  0.00
C: 0.4737 -2.6377 -3.3724  0.02
C: -2.2716 4.3188 -1.2480  0.01
C: -6.6836 0.9432 -2.8057  0.00
H: 4.3773 2.4768 1.3581  0.00
H: -7.2913 2.0514 -1.0650  0.00
N: 1.0029 -0.9685 -1.6428  0.18
H: 2.8748 -5.6237 3.4928  0.00
C: -2.8258 -0.5258 -0.7073  0.24
C: 6.5689 -0.6052 0.5951  0.00
N: -1.7348 -0.2773 -1.4612  0.03
H: 0.8251 -2.5967 1.2515  0.00
C: -1.8218 -2.8379 -4.1511  0.03
H: -0.1691 -3.9786 -4.9206  0.00
H: -0.6825 4.9779 -2.5511  0.00
C: -0.9639 2.9825 -6.5426  0.00
C: 2.2700 0.3601 4.8120  0.00
H: -1.6156 1.4576 3.3348  0.00
C: 2.7763 -4.5893 3.1805  0.00
H: -0.1364 2.7794 3.6396  0.01
H: 2.9770 1.6576 -5.0958  0.00
H: -5.7726 -0.0501 -4.4863  0.00
H: 0.3169 1.2850 -6.2170  0.00
C: -6.4667 1.7799 -1.7177  0.00
H: 2.8190 2.8650 7.0413  0.00
C: -2.6283 7.0452 -0.6871  0.00
C: -0.0992 5.7407 1.8653  0.12
C: -1.9946 0.4985 1.4505  0.06
C: 1.7501 -4.2148 2.3257  0.00
C: 2.7306 -2.4526 -2.4664  0.07
N: 0.6689 2.7129 0.1988  0.16
H: -0.7576 6.8026 5.0427  0.02
C: 7.1264 0.6656 0.5679  0.00
C: 3.5628 -2.3073 3.2299  0.00
H: -0.9942 7.3718 -2.0470  0.00
H: 4.4924 -3.9230 4.2994  0.00
C: 0.0745 -1.6052 -2.4581  0.03
C: 2.5320 -1.9154 2.3696  0.01
C: -2.2188 -1.8822 -3.2315  0.08



DFT (ωB97M-V with the def2-TZVPD basis set) results for 8 unconnected molecules or ions with the total composition C63H58ClINO20P2S in a non-equilibrium geometry.

As for the HOMO energy: -0.41740 hartree. As for the total energy: -158734.1542 eV. The charge is +1. The value obtained for the LUMO energy is -4.09 eV.

Each line ends with the Mulliken charge.
Element x y z (Å)
N: -1.0253 1.9371 0.0575  0.46
C: 5.7286 3.2959 1.6383  0.27
C: -1.7082 -1.7642 -4.1218  -1.32
H: -1.9344 1.6329 -7.3285  0.45
O: -2.0212 3.4894 2.8802  -0.43
C: 3.7098 -0.4677 -10.5328  -0.46
H: -1.3393 3.8695 3.4537  0.33
C: -1.9503 -1.7720 -1.7317  0.69
O: 5.1348 4.3011 7.3911  -0.46
H: 1.8943 -0.0287 -6.5452  0.54
C: -0.8884 -10.2159 -4.0457  -0.37
Cl: -2.5524 2.3204 -3.4842  -0.17
H: -1.2241 -2.5776 -1.8331  0.43
C: 2.4710 2.6576 5.7274  -0.35
C: 6.7517 4.3102 11.7710  0.33
O: -0.8235 1.4826 3.9006  -0.25
C: 4.4409 4.0825 10.9800  -0.20
C: 6.7348 2.4494 1.4486  -0.12
H: -1.5898 6.4425 -0.8971  0.46
O: 2.4265 0.6980 -8.9395  -0.52
H: 4.6542 -1.6706 -11.9987  0.41
O: -2.1360 -1.0693 -2.9501  -0.16
C: -3.2754 -9.7215 -4.3195  0.41
C: -2.4840 -11.9350 -5.0193  -0.38
C: -1.9219 0.0676 -5.8546  -0.10
C: -5.0828 -8.5625 -0.5135  0.31
O: 2.6511 -3.2544 -12.4551  -0.53
H: -0.0336 2.0468 3.7765  0.20
C: 5.9438 4.6289 2.2499  0.36
C: 8.3375 4.1449 2.4543  -0.46
C: 3.3657 2.9249 6.6739  -0.40
H: 0.8127 1.3491 -2.7836  0.74
C: -4.1620 -6.3826 -2.1357  0.60
H: -8.4517 2.6706 6.6902  0.42
C: 3.9467 4.1774 12.3758  0.25
H: -0.8549 4.7407 0.5767  0.30
H: 1.7659 1.8391 5.8112  0.49
H: 7.4609 5.9669 3.0889  0.46
H: -2.2712 -6.6205 -1.0534  0.48
C: -6.1566 0.5592 5.1982  0.24
H: 3.6861 3.9623 10.2129  0.40
H: 6.5994 1.4713 1.0029  0.29
C: 0.8398 0.0277 -6.3410  -1.04
C: -7.5293 2.2841 6.2762  -0.40
H: 0.7313 -1.3475 -2.9628  0.11
P: -1.9382 1.8727 2.8071  0.16
H: -4.0243 6.4152 -0.5655  0.43
C: 0.8420 -1.3240 -0.7506  -1.63
C: 6.2582 4.4055 13.1691  -0.41
H: -0.6761 0.4573 -2.7828  -1.47
H: -3.2916 5.6769 0.8459  0.26
H: 3.4422 2.3414 7.5827  0.48
C: -0.8560 2.5673 -2.9917  0.18
C: 0.2428 -0.8186 -5.4046  -0.09
H: 1.6199 3.7998 0.9953  0.34
H: -1.7626 -8.3642 -3.5025  0.39
C: -1.6721 -0.8018 -0.5879  -1.56
H: -6.1658 -6.4322 -3.0081  0.45
O: -6.0649 -0.5528 4.7246  -0.55
C: 1.3679 -2.0876 -10.8644  -0.49
H: -4.2390 3.3758 5.7931  0.45
H: -2.6184 -12.9279 -5.4286  0.41
H: -2.9901 0.1171 -5.6986  0.55
C: -3.6996 -8.0320 -0.3803  -0.39
C: -3.2820 -2.4841 -1.4125  -1.91
O: -4.1933 -8.9366 -4.1959  -0.49
C: -3.4287 5.5751 -0.2296  -1.25
P: 1.5737 2.2590 -0.4943  -0.24
H: -4.0588 -1.7281 -1.5038  0.33
H: -2.3034 5.2899 -2.0191  0.26
H: 4.5472 0.1922 -10.3453  0.42
O: 7.9341 4.3647 11.5149  -0.53
H: 0.3496 -2.2874 -0.6304  0.64
H: 6.1125 4.0777 9.6840  0.51
C: 4.2403 4.8703 5.2905  -0.37
C: -0.0668 1.2511 -0.8348  0.54
C: -0.2167 -0.2442 -0.4663  1.08
H: -6.9678 -8.3226 -1.5996  0.42
C: -3.4905 -11.0759 -4.8836  -0.38
H: 4.9460 5.6865 5.2044  0.53
O: 2.7621 4.1216 12.6272  -0.54
C: -1.1301 -0.8143 -5.1353  0.47
H: -0.9603 -2.5316 -3.9209  0.42
H: -2.6253 3.2286 0.5656  1.40
C: 4.3220 4.0554 6.5304  0.15
C: -1.1023 -11.5741 -4.6104  0.30
C: -1.0315 1.4268 1.2557  1.14
H: 0.5299 -2.7467 -11.0517  0.43
H: 7.0127 4.5268 13.9359  0.41
C: -1.8957 -9.3586 -3.9107  -0.18
C: -1.3305 0.9200 -6.7858  -0.67
H: -2.5665 -2.2592 -4.5806  0.65
H: 0.4244 -0.8840 -9.3980  0.45
H: 0.1260 -9.9730 -3.7558  0.42
H: 9.3553 4.3853 2.7332  0.43
O: 5.0124 5.3906 2.4231  -0.59
C: 3.7669 -1.4615 -11.4151  -0.41
S: -0.0259 0.0425 1.4158  -0.32
C: -5.0791 2.6936 5.7543  -0.23
O: -3.7705 -5.4579 -2.8205  -0.64
C: -3.2744 -7.0219 -1.1332  -0.36
H: -4.0218 4.6786 -0.3955  0.33
O: 2.6136 -1.3984 -2.3475  -0.48
C: -5.9669 -7.9199 -1.5158  -0.37
C: -4.9862 1.4722 5.2377  -0.17
H: -2.4123 -0.0098 -0.6759  0.29
C: 4.9590 4.3432 13.4492  -0.39
I: 3.4449 0.8028 0.0827  -0.06
H: 0.4664 1.5903 -7.7718  0.63
C: -6.3595 3.1981 6.3148  0.31
H: -4.5048 -11.3183 -5.1739  0.42
H: -3.0704 -8.5143 0.3572  0.43
H: 4.5783 4.4098 14.4603  0.41
O: -5.4648 -9.4846 0.1713  -0.55
H: 0.9059 -1.5062 -4.8962  0.48
C: -7.4355 1.0620 5.7582  -0.36
H: -8.2760 0.3811 5.7194  0.42
C: 1.3118 -1.0936 -9.9824  -0.08
C: 8.1233 2.8066 1.8430  0.15
C: 7.3266 4.9893 2.6438  -0.38
C: -1.8929 3.0851 -0.2170  -1.63
O: -6.4416 4.3119 6.7819  -0.53
C: 2.6003 -2.3507 -11.6520  0.27
C: 2.3943 3.4760 4.4964  0.20
H: 3.2688 5.1788 3.4339  0.47
H: -3.3183 -2.8208 -0.3801  0.55
C: 2.4788 -0.2072 -9.7477  0.51
H: -3.4704 -3.2881 -2.1122  0.34
O: -0.1845 -12.3535 -4.7309  -0.53
O: -0.3580 3.6063 -3.1797  -0.47
O: 1.2171 2.9229 0.9444  -0.08
C: -2.0989 5.4872 -0.9669  -0.69
O: 1.5770 3.2318 3.6207  -0.28
C: 3.3437 4.5998 4.3461  -0.58
C: -5.5387 -6.9102 -2.2672  -0.43
H: 1.6081 -1.3376 0.0124  0.71
C: -1.1708 4.4158 -0.4187  -0.36
H: -0.2595 4.3194 -0.9967  0.44
H: 4.7114 3.0601 1.3586  -0.03
C: 5.7383 4.1441 10.6971  -0.23
H: -4.0658 1.0877 4.8233  0.47
O: 9.0400 2.0365 1.6727  -0.52
C: 0.0397 0.9264 -7.0438  -0.71
H: -2.4657 2.8758 -1.1164  -0.23
H: -1.8852 -1.3233 0.3348  0.63
C: 1.4446 -1.3408 -2.1260  -0.01
C: -0.2044 1.3530 -2.3884  0.61



DFT (ωB97M-V with the def2-TZVPD basis set) results for a single C63H68N2O molecule in a non-equilibrium geometry.

As for the HOMO energy: -0.21161 hartree. As for the total energy: -71458.7638 eV. The value obtained for the LUMO energy is -0.17 eV.

Each line ends with the Mulliken charge.
Element x y z (Å)
H: 4.1051 -3.9141 1.0153  0.44
C: 0.4130 -3.7050 3.1689  0.64
H: -2.1993 3.8749 -1.7205  0.56
H: -2.8572 5.5175 -5.2642  0.36
H: -1.8684 -4.8851 4.1173  0.23
H: 1.5920 -3.2664 -1.7118  0.37
H: -4.6882 2.9620 1.4330  0.35
C: -1.2572 6.6338 -4.3157  -0.46
C: 0.0597 2.8771 0.6414  0.40
H: 7.3135 0.0092 -4.5667  0.37
H: -0.4139 -1.3989 -2.1448  0.16
H: -1.8249 3.2887 -4.8005  0.40
C: -0.2746 -3.4391 4.5571  2.13
N: 0.3800 -1.4787 2.0228  2.01
H: -1.3239 -5.3878 -1.6226  0.45
C: -1.1769 -2.2299 4.6485  -1.71
C: -2.0312 -2.7693 1.1341  1.08
H: 0.6401 1.3739 3.5760  0.20
C: -1.5558 -4.6634 -0.8402  -1.04
C: 0.6767 -2.8832 2.0226  -0.36
C: -2.1608 -5.0427 0.3555  -1.12
H: 0.8722 -5.6473 3.9992  0.31
H: 0.5532 7.4610 -3.4220  0.40
H: 0.8327 3.1789 3.2716  0.21
H: -3.6907 2.3758 -0.4496  0.53
C: -0.5078 3.5908 -0.4116  -0.14
C: -2.1667 1.8815 1.0298  -0.05
C: 0.5273 0.5462 2.8975  -0.99
C: 1.3512 3.8607 2.5933  -1.71
C: 3.6558 0.8488 -3.4399  0.16
H: 4.4842 2.7278 -2.8125  0.44
C: -1.3390 4.2042 -4.4466  -0.26
H: 1.6981 -0.7998 -2.5165  -0.02
C: 0.9296 -0.7126 3.0637  -0.93
H: 0.7802 4.7997 2.5673  0.41
C: -4.7394 -0.6066 -2.1594  -1.03
C: 0.3695 2.7939 -3.2302  -0.66
C: 0.0052 6.5591 -3.7111  -0.88
C: 0.8401 -5.0357 3.0919  -0.68
C: -0.1202 4.1056 -3.7312  0.07
H: -3.7415 0.6224 -5.1711  0.45
C: 1.3758 -4.8231 0.7795  -0.17
C: 6.2955 0.2357 -4.2495  -0.36
H: 1.3894 -4.2800 5.7018  0.33
H: -2.9300 -4.3581 2.2654  0.62
H: 3.5098 2.6021 1.2573  0.61
H: -2.1396 0.0446 3.3336  0.27
C: -1.8197 3.3620 -0.8338  -2.00
H: 2.4890 1.6749 0.1419  -0.16
C: 1.3686 0.2418 -2.5760  -1.12
H: -1.8909 -2.2121 3.8219  0.07
H: 1.1891 -6.7255 1.7969  0.44
H: 2.9946 -4.2718 -1.2518  0.60
H: -1.7188 7.6097 -4.4850  0.37
H: -3.5263 -0.5852 1.2904  0.19
C: -0.1194 -0.6023 1.0616  0.82
C: 4.7135 1.7610 -3.2491  -0.47
C: -2.6511 2.5063 -0.1282  -0.10
C: 0.5808 5.3096 -3.4789  -0.25
C: -4.1125 0.3190 1.4780  -1.72
C: -0.9849 -0.9037 -0.1966  1.54
H: -1.5271 1.9657 -2.7450  0.94
H: 1.6157 -5.2740 -0.1844  0.37
C: -1.1732 -4.6429 4.9292  -1.57
C: 2.2754 1.1780 -3.0389  -0.01
H: -0.5992 -5.5425 5.1780  0.45
C: 1.4731 3.2951 1.1696  2.44
C: -1.9035 5.4568 -4.7278  -0.65
H: -1.7965 -0.2344 0.1367  -1.01
H: -4.9065 0.0502 2.1873  0.63
H: -1.5570 0.0525 -4.2168  0.61
C: 3.9519 -0.3869 -4.0672  -0.04
C: -2.4463 -0.0876 -3.6076  -0.36
H: 1.3784 -0.9665 -0.4901  -0.92
H: 6.8009 2.1973 -3.4437  0.39
O: 2.6094 3.5179 -2.8879  -0.93
C: 2.3314 -1.1843 0.0019  -1.64
H: 3.7851 -2.4045 1.9007  0.38
C: -2.3138 -0.4958 -2.2706  0.43
N: -0.1395 0.6299 1.6673  1.56
C: 0.0431 0.5769 -2.2152  0.72
H: -0.8252 -3.0780 -2.0465  0.46
H: -5.6401 -0.7959 -1.5660  0.45
H: 2.3528 4.0665 3.0002  0.39
H: 4.6634 -2.3515 0.3547  0.41
H: -2.3826 -6.0883 0.5390  0.40
H: 0.1137 4.2809 -0.9851  0.48
C: -4.1741 2.6249 2.3366  -1.90
C: 2.5928 -3.2545 -1.2588  -2.20
C: -2.4341 -4.0845 1.3336  -0.69
H: 0.3235 -3.2056 6.6263  0.46
C: -1.3725 -2.3854 -0.0354  -0.08
H: -4.5865 0.6201 0.5383  0.23
C: -4.8450 -0.0556 -3.4362  -0.83
H: -1.7588 -2.2987 5.5793  0.67
H: 2.3925 -0.6420 0.9456  0.31
H: 1.5873 5.2501 -3.0729  0.43
C: 2.5060 2.1745 1.1177  -1.22
H: 1.4916 -2.5263 5.4776  0.31
C: -0.7500 1.8269 1.1683  -1.10
H: 3.0238 4.7478 0.7560  0.50
C: 1.8153 2.5705 -3.0946  1.61
C: -3.6840 0.1914 -4.1776  -0.83
C: -0.4538 1.7889 -2.7377  -1.47
H: 3.2488 -2.6433 -1.8899  0.31
C: -3.4855 -0.8983 -1.6115  -0.35
C: -1.1963 -3.3331 -1.0498  0.18
H: -1.7659 -4.3987 5.8209  0.44
C: 6.0172 1.4614 -3.6296  -0.78
C: 3.8533 -2.8538 0.8992  -1.97
H: -5.8215 0.2083 -3.8423  0.38
H: -2.0663 1.7493 3.8646  0.25
C: 1.1279 -5.6388 1.8731  -1.55
C: 5.2588 -0.6841 -4.4711  -0.89
H: -4.9366 2.3460 3.0722  0.48
H: 5.4683 -1.6355 -4.9694  0.37
H: -3.5452 0.7910 4.0823  0.58
H: -0.6190 -1.2952 4.7036  0.38
C: -3.2482 1.4301 2.0602  2.44
C: 2.0676 4.4248 0.3229  -2.04
C: -2.6988 0.9811 3.4052  -2.14
H: -3.6009 3.4648 2.7412  0.42
H: -2.2735 -2.0126 1.8746  -0.88
H: 2.2816 4.0870 -0.6989  0.17
C: 1.4272 -3.4294 0.9641  0.38
C: 2.5236 -2.6741 0.1509  2.70
C: -0.8763 -0.5451 -1.6274  0.59
H: 3.1401 -1.0912 -4.2797  0.46
H: -3.4680 -1.4659 -0.6771  0.62
H: 1.4078 5.2989 0.2913  0.46
H: 3.1171 -0.7743 -0.6509  1.02
C: 0.8004 -3.3577 5.6482  -1.75
H: 2.3701 1.4388 1.9120  0.34
H: 1.4804 -1.1607 3.8762  0.23